[1]
Computed, not measured: a 6-piece molecular cluster, C25H45NO3S2 overall, with ωB97M-V with the def2-TZVPD basis set.

XYZ file:
```
76
Properties=species:S:1:pos:R:3:forces:R:3
C -24.659 -21.790 -19.270 7.846 -5.486 -13.471
C -23.084 -21.668 -19.226 -1.009 2.293 2.304
C -22.424 -22.379 -20.302 -0.597 1.824 -2.106
C -21.012 -22.272 -20.246 3.524 4.006 1.620
N -20.269 -23.065 -21.307 2.196 -0.251 0.624
C -18.791 -22.817 -21.375 3.121 3.561 0.097
C -18.212 -23.244 -22.706 0.185 -1.667 -1.340
C -19.409 -23.023 -23.617 0.494 -0.389 -1.877
C -20.617 -22.760 -22.707 -4.069 2.517 -2.388
C -20.353 -24.514 -21.104 2.258 0.031 1.830
H -25.007 -21.136 -20.073 0.436 0.425 -0.456
H -24.999 -21.367 -18.604 -6.732 6.067 12.866
H -24.985 -22.706 -19.748 -0.278 -0.729 1.345
H -22.617 -22.057 -18.273 -0.945 0.340 -0.513
H -22.796 -20.512 -19.218 -0.534 -2.322 -0.176
H -22.712 -22.034 -21.255 -0.948 0.631 -1.271
H -22.568 -23.365 -20.339 -1.686 -4.106 0.428
H -20.837 -22.329 -19.093 1.305 -1.168 -2.138
H -20.723 -21.163 -20.424 -0.129 -1.726 -0.048
H -18.235 -23.450 -20.729 -0.069 0.284 1.737
H -18.506 -21.653 -21.336 -1.190 -2.486 0.748
H -17.900 -24.313 -22.704 -0.591 0.313 0.143
H -17.291 -22.758 -23.149 -1.120 0.173 1.256
H -19.636 -23.925 -24.195 0.438 0.313 -0.291
H -19.040 -22.163 -24.311 -1.804 -1.332 1.003
H -21.737 -23.266 -22.936 3.426 1.150 0.272
H -20.754 -21.617 -22.881 -0.325 -1.766 1.196
H -21.274 -24.809 -20.837 -3.423 -0.734 1.119
H -19.621 -24.922 -20.387 -0.418 0.842 0.153
H -20.120 -25.072 -21.922 0.866 -1.165 -3.057
O -18.526 -26.918 -23.016 -1.250 1.398 1.638
H -17.975 -27.515 -23.467 1.080 -1.244 -0.916
C -15.723 -25.372 -25.327 1.613 -5.761 -0.204
S -17.439 -25.672 -25.578 -0.559 0.363 -0.527
O -17.698 -24.752 -26.717 -0.698 0.492 -0.725
C -17.202 -27.293 -26.236 -1.831 -2.159 -1.137
H -15.682 -24.412 -25.193 -0.062 5.668 2.695
H -15.071 -25.239 -26.234 -0.738 -1.771 0.048
H -15.363 -26.120 -24.515 -0.101 1.797 -1.292
H -17.993 -27.923 -26.779 0.169 1.902 0.738
H -16.998 -27.993 -25.465 0.791 -0.341 1.134
H -16.417 -27.242 -26.932 1.329 0.068 -0.820
C -19.178 -29.812 -20.705 4.473 -5.038 0.717
S -20.603 -28.953 -20.880 -4.727 -2.925 2.397
O -21.687 -29.669 -19.938 1.897 1.227 -2.464
C -20.217 -27.641 -19.899 5.800 1.495 3.333
H -18.370 -29.136 -21.062 -0.385 -0.838 -1.190
H -19.268 -31.024 -21.081 0.283 3.830 0.035
H -18.649 -30.087 -19.723 -1.903 0.889 -0.307
H -21.020 -27.050 -20.000 -2.799 2.576 0.009
H -19.265 -27.119 -20.248 -1.330 -0.474 -0.369
H -19.923 -27.747 -18.742 -1.237 -0.760 -2.467
C -18.392 -31.165 -25.810 0.787 2.985 1.294
C -19.405 -30.705 -24.816 0.246 -3.654 -1.681
C -20.605 -31.400 -24.813 0.409 -0.827 -3.669
C -20.917 -32.288 -25.993 4.620 1.297 -0.037
C -19.981 -32.624 -27.032 1.503 2.500 1.928
C -18.643 -31.940 -26.900 -1.375 -2.445 -1.853
H -17.351 -30.696 -25.738 -1.597 -0.702 -0.062
H -19.255 -30.149 -23.922 0.889 0.924 0.159
H -21.316 -31.182 -24.040 -0.514 -0.212 0.067
H -21.774 -32.794 -26.137 -3.317 -1.312 0.340
H -20.162 -33.309 -27.917 -0.102 0.993 1.427
H -17.835 -32.167 -27.727 -1.596 0.576 2.019
C -15.717 -29.762 -23.455 5.694 -5.917 -1.349
C -15.985 -31.271 -23.491 2.557 4.033 -0.700
C -14.994 -32.157 -23.815 0.144 -4.343 0.395
C -13.660 -31.769 -24.068 -2.226 -2.117 0.041
C -13.347 -30.509 -23.996 1.570 6.315 -0.097
C -14.308 -29.400 -23.711 -4.159 -8.943 0.003
H -16.516 -29.271 -23.043 -1.505 2.210 0.516
H -16.988 -31.439 -23.354 -2.026 -1.337 0.514
H -15.077 -33.413 -23.776 -0.554 3.712 -0.212
H -12.875 -32.422 -24.375 0.035 -0.866 0.103
H -12.240 -30.348 -24.223 -1.656 0.718 0.437
H -14.216 -28.460 -23.594 2.129 6.579 0.480
```
Positions in Å, forces in eV/Å.

Output
E_HOMO ... -6.5 eV
Net charge ... 0

[2]
Computed, not measured: a 2-piece molecular cluster, C4H4Cl2F2 overall, with ωB97M-V with the def2-TZVPD basis set.

XYZ file:
```
12
Properties=species:S:1:pos:R:3:forces:R:3
C -0.640 -0.338 -0.595 0.137 0.054 0.216
C -0.148 -0.094 0.622 -0.535 -0.169 -0.274
C 0.885 0.865 0.841 2.723 -1.198 0.843
C 2.864 -0.420 1.452 -2.066 1.418 -0.680
F 3.931 0.249 1.005 -0.203 -0.273 0.169
F 2.888 -0.446 2.785 0.074 -0.077 -0.455
Cl 0.830 1.791 2.281 -0.191 0.345 0.195
Cl 2.701 -1.992 0.734 0.189 -0.033 0.120
H -1.456 -1.019 -0.754 -0.110 -0.244 0.019
H -0.264 0.179 -1.463 0.116 0.091 -0.158
H -0.559 -0.579 1.496 -0.036 -0.052 0.060
H 1.358 1.358 0.006 -0.098 0.137 -0.056
```
Positions in Å, forces in eV/Å.

Output
E_HOMO (alpha / beta) ... -8.7 / -8.4 eV
Net charge ... 0

[3]
Computed, not measured: C34H27Br5CdN7O3 as an isolated structure, with ωB97M-V with the def2-TZVPD basis set.

XYZ file:
```
77
Properties=species:S:1:pos:R:3:forces:R:3
Cd 0.376 -1.900 0.090 -0.154 -1.512 0.863
Br -1.293 -6.505 5.421 0.261 0.068 -0.040
C -0.322 -5.593 4.059 2.309 -0.879 -0.136
C 1.106 -5.878 3.864 -2.379 0.280 0.485
Br 1.968 -7.209 4.906 -0.104 0.122 0.070
C 1.795 -5.247 2.840 -0.834 1.285 -1.220
Br 3.712 -5.383 2.647 -0.692 0.074 -0.009
C 1.106 -4.383 1.885 0.941 -1.040 1.813
O 1.707 -3.693 0.996 0.818 0.299 -0.663
C -0.321 -4.250 1.979 -1.221 -0.544 1.162
O -0.916 -3.621 1.022 -0.413 0.648 0.040
C -0.998 -4.777 3.163 0.889 0.684 -1.464
Br -2.849 -4.314 3.471 0.691 -0.046 -0.431
N 1.961 -0.445 -0.877 -0.009 -0.584 0.255
C 2.335 -0.766 -2.252 -0.593 -0.923 -0.804
C 2.692 -2.255 -2.512 0.046 0.771 -0.288
C 1.523 -3.200 -2.830 0.210 0.007 0.197
N 0.937 -3.691 -1.590 -0.160 0.303 -0.199
H 1.475 0.433 -0.813 -0.197 0.453 0.016
H 2.751 -0.435 -0.241 0.043 0.042 -0.136
H 3.153 -0.161 -2.629 0.220 0.320 0.146
H 1.467 -0.573 -2.906 0.217 0.245 0.367
H 3.300 -2.644 -1.692 -0.084 -0.152 0.118
H 3.356 -2.230 -3.385 -0.082 -0.100 0.055
H 1.953 -3.991 -3.460 -0.256 -0.134 -0.035
H 0.732 -2.688 -3.407 0.396 -0.103 0.182
H 1.589 -4.211 -1.010 -0.060 0.169 0.138
H 0.100 -4.253 -1.702 0.032 0.147 -0.082
Br 0.660 6.999 -0.166 0.481 -0.174 0.400
C -0.263 6.117 -1.530 -2.070 -0.922 -1.880
C -1.594 6.596 -1.815 1.671 0.877 0.690
C -2.288 6.184 -2.913 -0.123 0.062 0.265
C -1.819 5.011 -3.546 -0.934 -0.272 -0.393
C -0.488 4.580 -3.416 -0.098 -0.210 -0.172
C 0.251 5.099 -2.378 1.109 1.258 1.488
N -2.795 4.108 -3.851 0.311 -0.786 -0.602
N -2.425 3.002 -4.444 -1.034 -0.653 0.905
C -2.624 1.868 -3.675 -0.050 1.219 -1.791
C -2.333 0.650 -4.351 0.158 0.256 0.507
C -1.800 -0.396 -3.661 -0.057 -0.521 -0.576
C -1.422 -0.286 -2.289 0.171 -1.341 0.751
O -0.989 -1.311 -1.658 -0.362 1.664 -0.945
C -1.635 1.017 -1.648 0.563 -0.011 -0.319
N -0.895 1.289 -0.550 -1.061 -0.163 0.120
C -1.287 2.334 0.151 -0.151 -0.052 0.242
C -2.439 3.093 -0.172 0.527 0.134 0.687
C -3.028 2.962 -1.396 -0.144 0.099 -0.666
C -2.512 1.952 -2.249 0.321 -0.257 0.655
H -2.003 7.346 -1.128 0.147 -0.067 -0.468
H -3.262 6.618 -3.187 0.431 -0.540 0.364
H -0.152 3.745 -4.057 -0.161 0.437 0.762
H 1.247 4.707 -2.135 -0.324 0.195 -0.339
H -2.554 0.648 -5.419 0.334 -0.220 0.229
H -1.578 -1.349 -4.131 -0.121 0.078 -0.021
H -0.697 2.517 1.048 -0.200 0.282 -0.080
H -2.817 3.808 0.550 0.121 0.051 -0.076
H -3.857 3.610 -1.726 0.666 -0.495 0.271
C 4.103 -0.304 2.846 -0.110 0.410 0.252
C 3.544 0.895 3.321 0.338 -0.344 -0.008
C 2.169 1.051 3.362 -0.574 -0.296 -0.476
C 1.394 0.017 2.801 0.002 -0.424 0.115
N 1.931 -1.073 2.238 -0.437 0.634 0.198
C 3.240 -1.251 2.297 0.767 -0.323 -0.314
C -0.100 -0.010 2.884 -0.688 1.337 0.571
C -0.735 0.809 3.860 -0.449 -1.560 -1.315
C -2.136 0.769 3.909 0.675 0.730 0.558
C -2.840 -0.018 3.007 -0.680 0.144 0.514
C -2.117 -0.848 2.169 -0.403 -0.279 -0.760
N -0.798 -0.793 2.050 0.964 0.192 0.443
H 5.179 -0.509 2.922 -0.538 0.210 -0.177
H 4.169 1.714 3.661 0.106 -0.179 0.117
H 1.684 1.951 3.771 0.474 -0.500 -0.323
H 3.617 -2.189 1.850 -0.324 0.444 0.328
H -0.122 1.373 4.536 -0.159 0.163 0.302
H -2.626 1.362 4.697 0.006 -0.295 -0.642
H -3.948 0.005 2.983 0.925 -0.266 0.104
H -2.603 -1.606 1.544 0.149 0.376 0.106
```
Positions in Å, forces in eV/Å.

Output
E_HOMO (alpha / beta) ... -3.4 / -3.4 eV
Net charge ... -1

[4]
Computed, not measured: C5H11ClF3ReRh as an isolated structure, with ωB97M-V with the def2-TZVPD basis set.

XYZ file:
```
22
Properties=species:S:1:pos:R:3:forces:R:3
Rh -0.195 -0.460 1.260 -0.273 0.594 1.799
Cl -0.518 -1.961 -2.277 0.217 0.798 0.673
C 1.281 -1.366 2.188 1.907 -0.798 1.468
H 1.083 -1.288 3.271 0.240 -0.121 -0.350
H 2.229 -0.872 1.924 -0.151 -0.255 0.166
H 1.279 -2.420 1.871 -0.004 0.234 -0.017
Re -0.016 0.083 -1.092 -1.045 -2.831 -5.851
C -1.283 1.468 -1.851 -0.666 0.407 -0.695
C 1.748 0.616 -1.944 0.802 0.161 -0.754
C 0.422 1.454 0.299 0.433 1.963 3.675
H 2.396 1.196 -1.274 0.001 -0.106 -0.253
H 2.259 -0.308 -2.251 0.043 0.146 0.070
H 1.552 1.202 -2.856 0.154 -0.112 0.228
H -1.475 2.306 -1.169 -0.047 -0.113 -0.205
H -0.873 1.853 -2.799 -0.137 -0.026 0.281
H -2.226 0.951 -2.085 0.056 0.167 0.077
H 1.442 1.600 0.653 -0.051 0.425 -0.218
H -0.316 2.191 0.630 0.497 0.284 -0.268
F -1.850 -2.715 1.430 -0.412 0.648 0.430
C -1.880 -1.389 1.774 -1.431 -0.632 -0.042
F -2.974 -0.826 1.166 0.043 -0.578 0.517
F -2.085 -1.315 3.131 -0.177 -0.254 -0.730
```
Positions in Å, forces in eV/Å.

Output
Multiplicity ... 8
E_HOMO (alpha / beta) ... -7.4 / -10.4 eV
Net charge ... 0

no.,largest force on an atom (eV/A)
1,16.526
2,3.092
3,2.945
4,6.583